73
Properties=species:S:1:pos:R:3:mulliken_charge:R:1 method="wB97M-V/def2-TZVPD" total_charge=0 smiles="O=C(NCCCN1CCc2ccccc2C1)C1CCN(S(=O)(=O)N2CCC3(CC2)OCCO3)CC1" energy_ha=-1968.87129 lumo_ev=0.7 e_above_lowest_ev=2.866 molar_mass_g_mol=506.67
O -5.27 -2.45 -0.33 -0.721
C -4.20 -1.87 -0.26 0.216
N -3.98 -0.65 -0.77 0.248
C -4.99 0.14 -1.43 -0.836
C -5.52 1.30 -0.57 -0.957
C -4.54 1.80 0.50 -0.979
N -3.16 1.90 0.08 1.124
C -2.92 2.82 -1.01 -1.244
C -1.52 2.56 -1.56 -1.079
C -0.49 2.68 -0.47 1.101
C 0.84 2.94 -0.76 -0.580
C 1.78 3.03 0.25 -0.182
C 1.39 2.86 1.57 -0.757
C 0.06 2.60 1.87 -1.104
C -0.88 2.51 0.86 1.117
C -2.32 2.27 1.22 -2.200
C -2.96 -2.52 0.36 0.282
C -1.95 -2.81 -0.75 -0.477
C -0.62 -3.31 -0.18 -1.289
N -0.10 -2.45 0.86 0.071
S 0.58 -1.03 0.29 1.206
O -0.18 -0.43 -0.77 -0.540
O 0.87 -0.23 1.44 -0.722
N 1.94 -1.71 -0.39 -0.021
C 3.00 -1.96 0.56 -1.313
C 3.80 -0.71 0.89 -0.565
C 4.35 -0.08 -0.41 1.034
C 3.19 0.17 -1.38 0.031
C 2.42 -1.12 -1.63 -1.350
O 5.31 -0.92 -1.02 -0.485
C 6.58 -0.57 -0.52 -0.432
C 6.37 0.82 0.12 -0.507
O 5.02 1.13 -0.15 -0.520
C -1.03 -2.26 1.95 -1.654
C -2.34 -1.64 1.45 0.595
H -3.11 -0.15 -0.59 -0.420
H -4.55 0.53 -2.36 0.330
H -5.81 -0.54 -1.69 0.535
H -6.42 0.98 -0.05 0.424
H -5.80 2.12 -1.23 0.377
H -4.56 1.08 1.33 0.397
H -4.92 2.76 0.89 0.458
H -3.66 2.66 -1.80 0.579
H -3.00 3.88 -0.68 0.420
H -1.29 3.25 -2.37 0.578
H -1.47 1.54 -1.94 0.122
H 1.14 3.07 -1.79 0.397
H 2.82 3.22 0.02 0.363
H 2.12 2.92 2.36 0.393
H -0.24 2.46 2.89 0.424
H -2.38 1.47 1.96 0.450
H -2.71 3.19 1.70 0.634
H -3.28 -3.47 0.81 0.449
H -1.75 -1.89 -1.31 0.111
H -2.36 -3.55 -1.44 0.537
H -0.75 -4.31 0.25 0.472
H 0.14 -3.36 -0.96 0.492
H 2.51 -2.35 1.46 0.521
H 3.65 -2.73 0.14 0.479
H 3.16 0.03 1.38 0.139
H 4.63 -0.96 1.56 0.518
H 2.54 0.92 -0.93 -0.598
H 3.60 0.56 -2.31 0.646
H 1.54 -0.92 -2.24 0.585
H 3.06 -1.85 -2.12 0.495
H 6.92 -1.30 0.22 0.263
H 7.28 -0.54 -1.35 0.340
H 6.99 1.60 -0.33 0.340
H 6.55 0.80 1.20 0.276
H -1.21 -3.24 2.41 0.461
H -0.55 -1.61 2.67 0.570
H -2.09 -0.66 1.06 -0.579
H -3.04 -1.52 2.28 0.509

11
Properties=species:S:1:pos:R:3:mulliken_charge:R:1 method="wB97M-V/def2-TZVPD" total_charge=0 energy_ha=-285.25479 lumo_ev=-1.0 e_above_lowest_ev=4.348 molar_mass_g_mol=83.09
C -1.28 -0.45 -0.63 -0.675
C 0.02 -0.29 -0.39 0.831
C 0.56 0.48 0.74 -0.349
O 1.88 0.35 0.55 -0.226
C 2.10 -0.46 -0.58 0.100
N 1.06 -0.88 -1.15 -0.524
H -2.25 1.50 1.93 0.181
H -1.68 -1.14 -1.34 0.298
H -2.06 0.13 -0.16 0.154
H -1.50 1.43 1.84 -0.164
H 3.14 -0.66 -0.82 0.375

118
Properties=species:S:1:pos:R:3:mulliken_charge:R:1 method="wB97M-V/def2-TZVPD" total_charge=+1 energy_ha=-2425.79516 lumo_ev=-3.8 molar_mass_g_mol=743.00
C 2.05 -2.32 4.09 0.464
C 3.00 -2.96 3.80 -0.771
C 4.13 -3.79 3.39 -0.541
N 3.79 -4.56 2.16 0.086
C 3.57 -4.02 1.00 -0.795
N 3.15 -4.81 -0.09 -0.105
C 1.82 -5.47 0.12 -0.978
C 0.97 -5.38 -1.14 -0.354
C -0.51 -5.65 -0.82 -0.890
C -1.46 -4.78 -1.67 -1.081
C -2.12 -3.68 -0.83 0.562
C -3.35 -3.07 -1.49 -1.003
C -4.04 -1.93 -0.68 -0.569
C -3.31 -1.46 0.57 0.618
C -3.97 -0.26 1.25 -0.358
C -3.19 0.13 2.50 -0.396
C -3.69 1.41 3.16 -1.153
C -3.31 2.69 2.41 -0.753
C -1.90 2.70 1.83 0.192
C -1.44 4.11 1.46 -0.320
C 0.04 4.17 1.09 -0.895
N 3.77 -2.66 0.88 0.839
C 5.11 -2.46 0.22 -0.611
C 5.23 -1.17 -0.58 -0.103
F 6.59 -1.02 -0.85 -0.341
C 2.59 -2.08 0.16 -1.048
C 2.27 -0.66 0.63 -0.720
C 1.63 0.17 -0.49 -1.156
C 0.17 -0.22 -0.71 1.224
C -0.51 0.66 -1.78 -1.735
C -1.02 1.95 -1.18 0.839
O -1.96 2.54 -2.10 -0.400
C -2.78 3.45 -1.51 0.805
C -4.23 3.13 -1.64 -0.798
O -2.34 4.41 -0.94 -0.614
H 1.18 -1.75 4.32 0.549
H 5.02 -3.20 3.18 0.039
H 4.35 -4.53 4.16 0.427
H 3.68 -5.57 2.24 0.389
H 3.89 -5.48 -0.28 0.368
H 1.32 -4.93 0.91 0.511
H 1.94 -6.51 0.42 0.336
H 1.34 -6.11 -1.86 0.353
H 1.06 -4.38 -1.57 0.223
H -0.66 -5.42 0.24 0.458
H -0.77 -6.70 -0.94 0.456
H -2.21 -5.39 -2.16 0.561
H -0.88 -4.27 -2.43 0.455
H -2.42 -4.10 0.13 0.345
H -1.36 -2.91 -0.66 -0.427
H -3.08 -2.69 -2.48 0.255
H -4.07 -3.88 -1.63 0.332
H -5.05 -2.26 -0.43 0.415
H -4.16 -1.07 -1.34 -0.013
H -2.30 -1.14 0.27 -0.664
H -3.24 -2.26 1.30 0.429
H -4.01 0.58 0.55 -0.245
H -4.99 -0.53 1.54 0.606
H -3.28 -0.70 3.21 0.617
H -2.12 0.20 2.27 -0.071
H -3.30 1.46 4.18 0.345
H -4.78 1.34 3.22 0.364
H -4.02 2.92 1.61 0.167
H -3.38 3.52 3.11 0.459
H -1.85 2.10 0.92 -0.519
H -1.20 2.27 2.55 0.602
H -2.04 4.45 0.61 0.310
H -1.60 4.78 2.30 0.594
H 0.66 4.14 1.99 0.438
H 0.32 3.36 0.42 -0.262
H 0.26 5.10 0.57 0.350
H 5.37 -3.32 -0.40 0.246
H 5.86 -2.42 1.01 0.327
H 4.71 -1.25 -1.53 0.293
H 4.89 -0.31 -0.01 0.269
H 2.67 -2.16 -0.92 0.310
H 1.73 -2.69 0.44 0.501
H 3.16 -0.16 1.01 0.419
H 1.55 -0.70 1.45 0.307
H 2.17 -0.03 -1.42 0.464
H 1.69 1.23 -0.26 0.475
H -0.37 -0.09 0.23 -0.304
H 0.10 -1.27 -0.99 -0.207
H -1.34 0.12 -2.24 0.356
H 0.22 0.89 -2.56 0.417
H -0.22 2.66 -0.98 0.211
H -1.53 1.74 -0.24 -0.485
H -4.59 3.49 -2.61 0.247
H -4.79 3.66 -0.87 0.345
H -4.39 2.06 -1.58 0.099
C -5.06 5.80 -5.06 -0.564
C -5.26 4.93 -6.13 -0.382
C -6.55 4.65 -6.56 -0.369
C -7.61 5.25 -5.92 0.128
C -7.43 6.12 -4.86 -0.354
C -6.14 6.39 -4.43 -0.424
N -8.98 4.97 -6.38 1.004
O -9.11 4.19 -7.30 -0.601
O -9.90 5.54 -5.82 -0.598
H -4.05 6.02 -4.73 0.460
H -4.42 4.47 -6.62 0.389
H -6.72 3.97 -7.38 0.448
H -8.28 6.58 -4.37 0.450
H -5.98 7.07 -3.60 0.404
C 9.21 0.99 2.03 -0.520
C 8.27 -0.03 1.87 -0.436
C 7.55 -0.48 2.97 0.135
C 7.77 0.10 4.20 -0.101
C 8.70 1.11 4.38 -0.476
C 9.42 1.55 3.28 -0.460
N 6.99 -0.38 5.35 1.030
O 6.20 -1.29 5.15 -0.639
O 7.17 0.15 6.42 -0.587
H 9.76 1.34 1.17 0.409
H 8.10 -0.48 0.91 0.440
H 6.83 -1.27 2.86 0.374
H 8.86 1.54 5.35 0.464
H 10.15 2.34 3.40 0.391

15
Properties=species:S:1:pos:R:3:mulliken_charge:R:1 method="wB97M-V/def2-TZVPD" total_charge=0 smiles=C#C[C@](C)(O)CO energy_ha=-345.67745 lumo_ev=0.9 e_above_lowest_ev=3.470 molar_mass_g_mol=100.12
C -1.80 -1.63 -0.68 0.195
C -0.95 -0.80 -0.70 -1.486
C 0.23 0.01 -0.41 1.616
C -0.25 1.46 -0.53 -1.319
O 1.24 -0.18 -1.35 -0.541
C 0.83 -0.21 1.02 -0.671
O -0.10 -0.59 2.10 -0.469
H -2.51 -2.51 -0.75 0.395
H 0.73 2.07 -0.35 0.265
H -0.72 1.87 -1.46 0.315
H -0.96 1.73 0.14 0.418
H 1.99 0.21 -0.91 0.360
H 1.10 0.80 1.34 0.315
H 1.71 -0.89 0.90 0.302
H -0.54 -1.34 1.64 0.305

92
Properties=species:S:1:pos:R:3:mulliken_charge:R:1 method="wB97M-V/def2-TZVPD" total_charge=+1 energy_ha=-1884.12783 lumo_ev=-3.0 molar_mass_g_mol=547.71
C 6.10 2.59 2.42 -0.962
C 6.33 3.33 1.13 0.505
O 6.98 2.86 0.31 -0.449
N 5.78 4.68 0.86 0.056
C 6.65 5.64 1.52 0.798
C 7.01 6.92 0.81 -1.448
O 7.11 5.43 2.57 -0.417
C 4.40 4.83 1.29 -0.264
C 3.52 3.63 0.91 -0.847
O 2.15 3.97 0.79 -0.363
C 1.76 5.07 1.57 -0.092
C 2.54 6.37 1.20 -0.747
N 3.80 5.97 0.51 0.128
H 5.52 3.17 3.14 0.295
H 7.02 2.24 2.85 0.374
H 5.47 1.73 2.18 0.227
H 7.37 6.74 -0.20 0.369
H 6.17 7.62 0.75 0.353
H 7.80 7.43 1.36 0.391
H 4.33 5.09 2.35 0.216
H 3.60 2.87 1.69 0.435
H 3.88 3.20 -0.02 0.388
H 1.89 4.89 2.64 0.330
H 0.71 5.29 1.37 0.188
H 2.83 6.88 2.12 0.363
H 1.96 7.04 0.59 0.456
H 4.46 6.74 0.37 0.289
H 3.54 5.58 -0.40 0.414
C 3.19 -1.38 3.64 -0.791
O 3.07 -0.37 2.65 -0.297
C 2.80 -0.89 1.36 -0.591
C 1.33 -0.79 1.01 -0.384
O 0.53 -1.61 1.85 -0.234
C -0.09 -0.89 2.91 -0.885
H 3.10 -0.92 4.62 0.245
H 2.41 -2.14 3.54 0.301
H 4.18 -1.86 3.57 0.325
H 3.15 -1.92 1.27 0.367
H 3.37 -0.28 0.64 0.400
H 1.18 -1.15 -0.01 0.427
H 0.98 0.25 1.05 0.218
H -0.97 -0.35 2.53 0.283
H 0.60 -0.18 3.38 0.403
H -0.42 -1.61 3.66 0.253
C 0.14 -5.65 -2.23 -0.711
O -0.36 -5.81 -0.91 -0.409
C -0.22 -4.64 -0.12 -0.305
C -1.50 -3.84 -0.05 -0.396
O -1.86 -3.32 -1.32 -0.433
C -2.85 -4.09 -1.98 -0.746
H -0.26 -6.46 -2.84 0.252
H -0.15 -4.70 -2.67 0.307
H 1.24 -5.73 -2.22 0.330
H 0.61 -4.02 -0.49 0.264
H 0.04 -4.97 0.89 0.338
H -1.34 -2.98 0.62 0.242
H -2.31 -4.44 0.36 0.299
H -3.84 -3.87 -1.56 0.371
H -2.65 -5.16 -1.90 0.230
H -2.86 -3.82 -3.03 0.330
C -3.66 -7.29 -3.26 -0.938
O -4.83 -6.53 -3.02 -0.353
C -5.58 -6.28 -4.21 -0.483
C -6.74 -7.24 -4.35 -0.581
O -6.31 -8.58 -4.51 -0.374
C -6.36 -9.34 -3.31 -0.692
H -3.31 -7.68 -2.30 0.302
H -3.84 -8.12 -3.93 0.487
H -2.88 -6.64 -3.68 0.337
H -4.93 -6.34 -5.09 0.364
H -5.97 -5.27 -4.14 0.367
H -7.31 -6.98 -5.25 0.379
H -7.42 -7.16 -3.49 0.333
H -7.38 -9.66 -3.11 0.324
H -5.97 -8.78 -2.46 0.287
H -5.74 -10.23 -3.45 0.250
C -4.86 5.35 -0.62 -0.668
O -4.58 4.05 -0.11 -0.376
C -3.37 3.50 -0.60 -0.625
C -2.24 3.65 0.40 -0.286
O -1.91 5.02 0.62 -0.362
C -2.49 5.54 1.81 -0.884
H -5.62 5.80 0.02 0.247
H -3.97 5.98 -0.61 0.267
H -5.25 5.28 -1.64 0.326
H -3.10 3.95 -1.56 0.343
H -3.55 2.43 -0.77 0.369
H -1.35 3.16 0.00 0.267
H -2.50 3.16 1.35 0.363
H -1.92 5.21 2.69 0.322
H -3.53 5.24 1.92 0.446
H -2.45 6.63 1.75 0.254

7
Properties=species:S:1:pos:R:3:mulliken_charge:R:1 method="wB97M-V/def2-TZVPD" total_charge=0 energy_ha=-675.16412 lumo_ev=-0.5 e_above_lowest_ev=3.638 molar_mass_g_mol=96.10
C 0.11 -0.22 0.56 0.049
C -0.18 0.35 -0.75 -0.140
F -0.47 0.25 1.69 -0.187
F -1.05 1.31 -0.80 -0.203
S -0.73 -1.36 -0.41 -0.106
H 1.80 -0.66 1.23 0.222
H 0.53 0.33 -1.53 0.365